Record 1
{"formula": "C30H52F24O18S5", "method": "ωB97M-V with the def2-TZVPD basis set", "symbols": ["F", "S", "F", "F", "H", "F", "C", "O", "O", "F", "H", "H", "H", "H", "H", "O", "C", "H", "C", "H", "O", "H", "S", "H", "F", "H", "F", "O", "H", "F", "C", "H", "F", "H", "H", "C", "O", "F", "C", "H", "H", "C", "S", "H", "F", "O", "H", "C", "C", "H", "F", "O", "O", "H", "C", "H", "H", "H", "F", "F", "C", "F", "H", "H", "C", "S", "C", "H", "C", "C", "C", "H", "F", "C", "H", "C", "O", "O", "O", "C", "H", "H", "C", "O", "F", "O", "H", "C", "H", "F", "C", "H", "H", "C", "F", "H", "H", "O", "F", "C", "C", "C", "H", "H", "H", "F", "C", "F", "F", "H", "H", "H", "H", "H", "C", "H", "H", "C", "O", "H", "H", "H", "S", "H", "F", "H", "O", "O", "C"], "positions_angstrom": [[-19.752, -23.459, -7.951], [-17.970, -22.355, 0.556], [-19.623, -25.778, -2.020], [-21.156, -18.118, -1.251], [-16.034, -12.210, -1.173], [-13.708, -23.684, -7.110], [-14.915, -24.704, -5.414], [-24.148, -18.699, -4.260], [-22.265, -22.630, 2.741], [-17.721, -26.779, -1.878], [-16.626, -22.094, -1.925], [-19.221, -19.451, 0.285], [-14.000, -21.495, -2.063], [-19.630, -21.644, 3.587], [-16.113, -26.479, -3.637], [-15.740, -12.864, 3.698], [-15.939, -22.162, -1.080], [-16.832, -12.648, 1.244], [-20.950, -22.177, -2.895], [-21.116, -20.217, 1.924], [-25.830, -20.523, -4.176], [-25.065, -20.536, -7.068], [-25.204, -19.320, -4.969], [-19.738, -18.509, -7.296], [-20.418, -16.562, -7.608], [-20.827, -21.747, 4.966], [-19.664, -21.304, -4.622], [-16.441, -20.710, -3.616], [-24.552, -22.751, -4.890], [-14.117, -25.791, -5.303], [-15.724, -13.044, -0.560], [-14.302, -20.470, -6.401], [-21.810, -21.202, -4.830], [-22.002, -20.231, 0.393], [-24.133, -20.768, -3.098], [-24.364, -20.117, -6.358], [-16.204, -24.979, -4.971], [-19.286, -21.640, -9.016], [-20.152, -22.304, 4.314], [-16.800, -23.620, 2.008], [-18.493, -24.314, 1.560], [-17.520, -23.853, 1.226], [-21.111, -23.466, 3.413], [-14.164, -19.579, -4.804], [-21.794, -23.145, -9.458], [-16.748, -19.383, -5.740], [-23.759, -19.383, -6.838], [-22.092, -22.140, 1.397], [-25.018, -21.339, -3.257], [-25.584, -21.431, -2.326], [-17.722, -18.718, -0.784], [-26.254, -18.540, -5.501], [-18.894, -22.609, -0.547], [-16.318, -13.914, -0.907], [-20.854, -19.678, -3.293], [-19.435, -22.724, 4.975], [-19.969, -22.349, -2.484], [-17.814, -14.402, 3.275], [-21.535, -17.996, -6.469], [-17.682, -23.627, -3.137], [-20.627, -17.909, -7.518], [-19.094, -17.445, 0.336], [-21.856, -19.376, -3.068], [-23.052, -20.746, -9.678], [-18.997, -18.658, -0.357], [-16.213, -20.744, -5.013], [-17.198, -18.369, -4.823], [-15.963, -17.947, -3.059], [-16.102, -17.578, -4.087], [-18.300, -25.515, -1.993], [-14.527, -20.516, -5.279], [-14.950, -20.252, -1.393], [-20.389, -18.625, -9.778], [-20.801, -21.017, -3.937], [-16.360, -16.557, -4.044], [-20.089, -22.187, -8.080], [-14.493, -14.998, 3.604], [-20.320, -24.215, 2.504], [-18.430, -21.507, 1.624], [-21.980, -20.788, -9.365], [-13.990, -21.265, -0.337], [-15.670, -23.194, -0.884], [-17.707, -24.923, -3.266], [-16.599, -21.750, 0.200], [-19.455, -17.559, -2.448], [-21.734, -24.231, 4.425], [-15.739, -23.524, -7.109], [-14.681, -21.322, -1.213], [-19.946, -21.659, -7.136], [-22.336, -22.330, -7.502], [-21.601, -22.142, -8.633], [-17.069, -24.386, 0.410], [-16.970, -15.546, 4.335], [-14.939, -24.227, -6.891], [-14.321, -23.792, -4.607], [-15.124, -17.544, -4.560], [-25.993, -23.091, -3.893], [-16.604, -21.850, -5.896], [-21.271, -23.295, -3.532], [-21.289, -18.525, -8.809], [-24.941, -22.736, -3.872], [-15.838, -12.799, 0.902], [-17.062, -15.820, 2.468], [-23.819, -20.863, -5.767], [-15.185, -12.016, 1.262], [-18.551, -25.225, -4.309], [-16.265, -25.390, -3.660], [-21.772, -21.939, -1.864], [-15.105, -25.313, -7.651], [-17.784, -18.879, -4.093], [-20.584, -18.982, -4.103], [-21.399, -20.653, -10.258], [-18.117, -25.000, -1.079], [-14.687, -13.188, -0.807], [-17.022, -15.124, 3.318], [-15.521, -24.915, -3.016], [-21.172, -22.629, 1.023], [-19.930, -18.499, -1.575], [-20.007, -19.740, -2.185], [-22.816, -20.275, 1.966], [-24.375, -23.439, -3.304], [-13.926, -21.339, -4.932], [-15.533, -14.177, 3.141], [-23.032, -22.448, 0.943], [-22.239, -17.651, -9.216], [-17.737, -17.608, -5.464], [-21.719, -19.718, -8.412], [-15.316, -14.018, 1.572], [-21.959, -20.664, 1.436]], "atomic_forces_ev_per_a": [[0.2, -1.0, 0.3], [-2.4, 0.6, 0.5], [0.0, 0.7, -0.6], [-0.5, 0.6, 0.8], [-0.3, 0.5, 0.2], [-0.3, 0.0, -0.3], [-1.0, -0.4, 0.3], [0.9, 0.4, 1.6], [0.6, -0.3, 0.6], [0.1, 0.5, 0.2], [0.2, 0.3, 0.5], [-0.4, -1.4, 1.0], [-0.7, -0.8, 0.1], [-0.4, -0.3, 0.6], [-0.4, 0.3, 0.4], [0.0, -0.5, -0.2], [0.7, -0.2, 0.8], [-0.9, 0.3, 0.2], [2.6, 0.4, -0.1], [0.9, -0.4, 0.3], [-0.3, 0.0, 0.5], [-0.2, -0.3, 0.1], [0.6, -0.6, -2.8], [0.1, 0.5, 0.2], [0.6, -1.1, -0.6], [-0.1, 0.1, -0.4], [0.3, 0.6, 0.2], [-0.9, 0.0, 0.7], [0.0, 0.2, 0.0], [-0.2, -0.2, -0.1], [-0.3, -0.6, -0.8], [-0.7, 0.1, 1.5], [-0.2, 0.8, -0.2], [0.0, -0.6, 1.0], [1.0, -0.1, 0.2], [-1.0, -0.6, 1.8], [2.2, 1.2, -2.3], [0.4, 0.4, -0.4], [-0.1, 2.1, -1.3], [-0.2, -0.4, 0.1], [1.2, 0.2, -0.1], [-0.9, -0.9, 0.6], [-0.3, -0.6, 2.3], [-0.4, -0.6, -0.3], [-0.4, -0.9, -0.8], [0.2, -1.2, 0.8], [0.6, 0.5, 0.0], [1.0, -0.6, 0.1], [-0.9, -0.6, -0.6], [0.1, 0.4, -0.1], [0.0, -0.4, -0.1], [-1.2, 0.4, 0.3], [1.5, 0.6, 0.6], [0.4, 0.4, 0.4], [0.0, 0.3, -2.3], [0.6, -1.1, 0.2], [0.4, 0.1, 0.3], [-0.6, 0.1, -0.1], [0.7, -0.6, -0.8], [-0.1, 2.5, 0.0], [-1.4, 0.6, 0.5], [-0.1, -1.1, -0.3], [-0.8, -0.3, 0.4], [0.7, -0.3, 0.6], [0.4, 3.5, -0.7], [0.3, -0.9, -3.8], [0.5, 1.9, -0.7], [0.0, 0.1, -0.4], [0.4, -1.2, 0.4], [-0.2, -2.8, 0.2], [2.1, 1.1, -1.7], [-0.2, -0.7, 0.3], [0.7, 0.2, -0.9], [-1.5, -2.5, 0.9], [-0.7, 1.2, 0.3], [-1.4, 0.7, -0.7], [1.5, -0.9, 0.4], [0.6, 0.3, -1.6], [-0.2, 0.2, -0.3], [-0.8, -0.2, 1.0], [-0.9, -0.6, -0.3], [0.1, -0.4, -0.3], [-0.1, -2.2, -0.9], [0.8, 0.7, -2.0], [0.1, -0.3, 0.6], [-1.1, -0.5, 0.8], [0.2, 0.2, 0.2], [0.8, 2.2, 0.0], [-0.2, 0.0, 0.0], [-0.5, 0.0, -0.4], [1.5, 2.2, 1.1], [0.4, -0.6, 0.0], [0.0, -0.2, -0.7], [0.1, 0.0, 0.9], [-0.1, 0.6, -0.1], [0.1, -0.4, -0.4], [0.6, 0.0, -0.2], [0.0, 1.7, 1.9], [-1.0, -0.8, -0.5], [0.5, 1.5, 1.8], [-1.0, 0.5, -0.4], [1.0, -0.8, 0.7], [-0.1, -0.1, 0.7], [0.3, 0.0, -1.1], [-0.1, 0.4, -0.1], [0.3, 0.0, 0.6], [-1.1, -1.1, 1.3], [-1.1, 0.3, -0.1], [0.2, -0.3, -0.4], [-1.0, 0.2, 0.4], [0.6, 0.2, 0.5], [0.6, -0.2, -0.3], [0.4, 0.8, 0.3], [0.5, -0.4, -0.2], [0.4, 0.3, -0.3], [-0.2, 0.1, 0.0], [-0.9, 0.1, -0.5], [0.7, -1.3, -0.8], [0.7, 1.3, 0.4], [-0.4, 0.3, 0.1], [0.5, -0.3, 0.6], [-0.2, -0.5, 0.5], [-0.9, 1.4, -0.2], [0.4, 0.0, -0.6], [-0.3, -0.5, -0.4], [0.1, -1.3, 0.7], [-0.8, -1.6, -0.2], [-0.5, 0.0, 0.0], [-1.0, 1.5, -1.5]], "lowdin_charge": [0.12, 0.54, 0.11, 0.18, 0.08, 0.08, -0.50, -0.28, -0.23, 0.04, 0.08, 0.13, 0.08, 0.05, 0.15, -0.29, -0.20, 0.11, -0.34, 0.07, -0.25, 0.08, 0.54, 0.16, 0.09, 0.08, 0.12, -0.26, 0.07, 0.15, -0.07, 0.12, 0.10, 0.09, 0.08, -0.10, 0.03, 0.08, -0.12, 0.10, 0.08, -0.12, 0.54, 0.08, 0.16, -0.25, 0.04, -0.24, -0.20, 0.13, 0.11, -0.26, -0.27, 0.09, -0.08, 0.07, 0.12, 0.06, 0.06, 0.14, -0.22, 0.06, 0.13, 0.16, -0.22, 0.61, -0.24, 0.08, -0.06, -0.25, -0.14, 0.08, 0.17, -0.41, 0.06, -0.30, -0.26, -0.28, -0.28, 0.02, 0.10, 0.11, -0.44, -0.24, 0.14, -0.26, 0.15, -0.06, 0.15, 0.10, -0.43, 0.05, 0.08, -0.27, 0.12, 0.07, 0.10, -0.28, 0.12, -0.60, -0.05, -0.23, 0.07, 0.03, 0.12, 0.13, -0.07, 0.11, 0.12, 0.07, 0.15, 0.13, 0.11, 0.08, -0.11, 0.14, 0.10, -0.53, 0.05, 0.08, 0.07, 0.05, 0.54, 0.13, 0.15, 0.14, 0.01, -0.27, -0.06], "homo_lumo_gap_ev": 11.06, "total_energy_ha": -6916.25677}

---

Record 2
{"formula": "C30H52FMgN2NaO20PS", "method": "ωB97M-V with the def2-TZVPD basis set", "symbols": ["C", "H", "H", "C", "O", "C", "H", "O", "C", "C", "H", "O", "H", "O", "C", "H", "C", "C", "C", "H", "C", "H", "H", "H", "C", "H", "H", "N", "H", "H", "H", "O", "Mg", "P", "O", "O", "H", "H", "C", "H", "O", "O", "H", "O", "H", "C", "F", "H", "H", "H", "O", "O", "C", "H", "O", "C", "H", "H", "H", "H", "C", "C", "H", "H", "H", "H", "N", "H", "C", "H", "O", "O", "H", "O", "H", "H", "C", "H", "Na", "H", "H", "H", "O", "O", "C", "C", "C", "C", "H", "S", "O", "C", "H", "C", "H", "H", "H", "H", "O", "H", "C", "H", "C", "C", "C", "C", "H", "H", "H"], "positions_angstrom": [[-0.751, -9.335, -1.823], [-1.965, -3.566, -6.207], [-1.538, 8.577, 3.998], [-1.690, -2.532, -5.980], [1.964, 1.778, 1.990], [-4.111, -3.639, -4.312], [3.042, 7.745, 9.658], [0.864, -7.579, 1.030], [-5.170, -3.876, -5.392], [1.409, -0.860, -3.158], [1.618, -0.455, 0.534], [-0.300, 2.286, 4.814], [-3.633, -1.686, -6.356], [4.398, -8.629, -0.530], [1.295, -7.386, -1.381], [1.145, -4.272, -2.455], [0.137, 4.299, 2.877], [0.975, -7.839, -2.744], [-2.896, -1.713, -5.546], [-5.461, -4.933, -5.366], [0.933, -0.557, 1.478], [-2.794, -2.181, -3.448], [-2.528, 7.616, 4.988], [3.131, -1.137, -0.906], [2.208, -3.748, -0.501], [-3.421, 7.557, -0.569], [0.987, -1.127, -4.242], [-4.242, 8.807, -3.530], [-1.004, -9.839, -4.119], [2.755, -3.312, -2.681], [0.345, 7.744, 9.720], [0.471, 5.756, 9.123], [1.687, 6.740, -0.570], [-0.698, 2.955, 6.140], [-0.940, 4.866, 0.823], [-1.634, -10.155, -2.049], [-1.248, -2.100, -6.883], [5.415, 1.032, -3.277], [-6.420, -3.028, -5.208], [-6.879, -3.218, -4.232], [1.483, 4.532, 7.195], [1.344, -1.596, 2.435], [-4.545, -3.878, -3.332], [2.892, 5.877, 8.761], [1.543, -7.405, -3.556], [3.455, -0.389, -1.755], [-0.124, 1.306, 3.225], [-0.208, 4.728, 3.821], [-2.573, -0.676, -5.390], [2.175, 7.680, 8.098], [3.043, -3.289, 2.281], [-0.510, 7.136, 5.083], [0.541, -7.991, -0.249], [-4.332, -1.519, -3.959], [-1.724, 2.074, 6.871], [2.346, 7.163, 9.048], [1.204, 6.633, 10.822], [-2.625, 6.509, -1.768], [-0.243, -2.338, -2.628], [-7.156, -3.272, -5.980], [0.398, 6.605, 1.767], [3.190, 0.539, -3.985], [3.111, 0.688, -1.374], [1.582, -6.918, 0.918], [0.067, 7.162, 0.883], [-3.294, -4.354, -4.461], [2.912, -0.709, -3.129], [0.560, -1.500, -1.141], [-1.498, 8.008, 4.942], [-0.170, -0.778, 1.140], [2.154, -6.540, -1.158], [1.880, 3.749, 9.579], [-6.198, -1.960, -5.284], [-1.319, 4.333, 5.853], [-0.972, -9.345, 0.354], [-1.886, 8.065, -1.316], [1.905, -2.788, 1.725], [4.046, 2.284, -2.794], [-1.412, 0.727, 1.554], [0.883, 0.164, -2.873], [1.488, 6.537, 1.749], [4.981, -8.230, -1.194], [1.238, -3.373, 0.546], [0.550, 3.130, 7.020], [0.022, -8.750, -2.954], [-0.415, -8.899, -0.459], [-0.202, 5.225, 1.740], [0.949, 0.930, 2.243], [3.528, -8.248, -0.725], [1.682, 4.796, 8.602], [2.422, 0.893, -5.050], [-3.603, 8.235, -2.605], [-0.923, -2.541, -5.199], [0.812, -2.030, -2.161], [4.674, 2.273, -4.616], [4.648, -0.431, -1.769], [0.064, 7.137, 2.661], [3.299, -3.357, -0.320], [-0.282, -9.183, -4.231], [-4.750, -3.698, -6.388], [-2.833, 7.546, -1.491], [-0.366, 3.338, 2.725], [-3.539, -2.218, -4.252], [1.030, 6.895, 9.773], [4.448, 1.593, -3.674], [1.757, -3.363, -2.029], [-1.558, 8.827, 5.678], [2.281, -4.939, -0.463], [1.216, 4.128, 2.909]], "atomic_forces_ev_per_a": [[-0.8, -0.7, 0.6], [0.1, 0.1, 0.0], [0.2, 0.3, -0.9], [0.0, 0.0, -0.2], [-7.4, -6.2, 1.8], [0.1, -0.1, 0.0], [0.0, -0.3, -0.1], [0.1, 0.0, -2.1], [0.0, -0.1, 0.1], [-2.2, -0.6, -0.3], [-1.2, -0.2, 2.0], [0.1, 1.7, 3.3], [0.0, 0.0, 0.1], [-0.1, 0.2, -0.3], [0.0, 0.1, -0.8], [1.2, 1.8, 0.8], [-0.3, 0.2, -0.8], [0.3, 0.4, 0.4], [0.0, 0.1, 0.2], [0.1, 0.1, 0.0], [-0.7, 0.9, 0.4], [0.0, 0.0, 0.0], [-0.5, -0.6, 0.1], [0.5, 1.2, -2.1], [1.8, -2.1, -1.4], [0.0, 0.0, -0.2], [1.6, 0.8, 2.3], [5.1, -4.6, 7.4], [0.3, 0.2, 0.0], [-2.2, 0.2, 1.5], [0.0, -0.3, -0.2], [0.9, -0.6, -0.7], [0.4, -0.1, -0.8], [-4.2, -0.2, -3.4], [0.3, 0.3, 0.1], [0.8, 0.7, -0.2], [0.0, -0.1, 0.1], [-2.1, 1.2, -1.0], [-0.1, 0.0, -0.1], [0.0, 0.1, -0.1], [2.4, 3.7, 0.8], [0.5, -1.9, -3.8], [0.0, 0.0, -0.1], [-0.5, -0.7, 0.2], [0.0, 0.0, 0.0], [0.9, 0.5, 1.6], [3.6, -3.4, -5.8], [0.1, 0.1, 0.2], [-0.1, -0.1, 0.0], [-0.1, 0.0, 0.1], [-8.0, 3.3, -4.2], [0.9, -0.3, -0.3], [0.1, 0.2, 2.0], [0.1, -0.1, 0.0], [1.3, 0.7, 0.5], [-0.5, 0.7, -0.3], [0.0, 0.1, 0.0], [0.0, 0.2, 0.0], [2.3, 0.7, 1.1], [0.0, 0.1, 0.1], [-0.6, 0.0, -0.1], [-2.2, 1.9, -5.0], [0.8, -2.2, -0.8], [-0.3, -0.3, 0.2], [-0.2, 0.0, 0.2], [0.0, 0.1, 0.0], [-0.5, 3.8, -0.7], [0.7, -1.5, -1.8], [-0.6, 0.4, 0.1], [2.1, -0.2, 0.3], [-0.3, -1.2, -0.1], [-0.1, 1.3, -1.7], [-0.1, -0.1, 0.0], [0.6, -0.6, 0.7], [0.0, 0.0, 0.0], [-0.2, 0.0, -0.1], [5.6, -2.4, 2.9], [1.0, -1.4, -1.9], [-1.1, 0.9, 0.4], [1.0, -2.0, -0.5], [0.1, 0.1, 0.5], [-0.2, -0.1, 0.3], [2.2, 3.0, 2.9], [-0.8, -4.4, 1.6], [-0.1, -0.3, -2.1], [-0.2, -0.2, -0.3], [-0.3, -0.8, 0.2], [5.7, 4.7, -0.5], [0.5, 0.0, 0.1], [-0.4, 0.1, 1.7], [4.3, -2.7, 6.7], [-4.2, 3.8, -6.1], [0.0, 0.0, 0.0], [-0.2, 0.7, -0.5], [-0.7, -1.8, 2.0], [-2.8, 0.2, 0.0], [0.2, -0.1, 0.5], [-2.4, -0.4, 0.1], [-0.1, 0.2, 2.1], [0.0, 0.0, 0.1], [-0.7, 0.5, -0.9], [0.1, 0.6, 0.1], [-0.2, 0.1, 0.0], [0.4, 0.1, 0.4], [-0.6, -0.5, 0.8], [-0.5, -0.4, 0.2], [0.2, 0.4, 0.6], [-0.1, 3.3, 0.1], [0.0, 0.1, 0.2]], "lowdin_charge": [-0.30, 0.07, 0.02, -0.11, 0.06, -0.23, 0.13, 0.10, -0.27, -0.20, 0.13, -0.34, 0.10, -0.05, -0.29, 0.11, -0.02, 0.08, -0.27, 0.10, -0.08, 0.09, 0.04, 0.08, -0.17, 0.08, 0.13, 0.06, 0.12, 0.14, 0.14, -0.16, 0.35, 0.00, -0.03, 0.12, 0.08, 0.08, -0.12, 0.08, -0.20, -0.01, 0.11, -0.19, 0.14, -0.11, -0.13, 0.07, 0.11, 0.14, 0.03, -0.34, -0.20, 0.10, -0.27, -0.17, 0.13, 0.07, 0.11, 0.07, -0.15, -0.28, 0.12, 0.12, -0.04, 0.10, -0.13, 0.08, -0.50, 0.11, 0.04, -0.21, 0.07, -0.23, 0.14, 0.06, -0.22, 0.10, 0.72, 0.14, 0.00, 0.05, -0.06, -0.16, -0.20, 0.09, -0.49, -0.13, -0.01, 0.76, -0.08, -0.22, 0.05, -0.16, 0.10, 0.12, 0.08, 0.14, 0.09, 0.10, -0.08, 0.05, -0.23, -0.17, -0.04, -0.14, 0.02, 0.11, 0.09], "total_charge": -1, "de_lowest_kcal_mol": 134.18, "homo_lumo_gap_ev": 0.93, "total_energy_ha": -3989.72431}